Entry 1:
66
Properties=species:S:1:pos:R:3:forces:R:3:mulliken_charge:R:1 method="wB97M-V/def2-TZVPD" gap_ev=6.9
Au -0.024 2.264 -0.146 0.042 0.314 0.551 0.322
Br -6.404 1.460 -3.430 -0.031 0.015 -0.015 -0.223
C -4.833 0.919 -2.519 0.088 0.022 -0.090 -0.281
C -4.928 0.342 -1.258 -0.015 -0.062 0.144 -0.797
C -3.794 -0.085 -0.599 -0.044 0.057 -0.068 0.100
C -2.517 0.056 -1.176 0.276 -0.201 -0.038 0.407
O -1.434 -0.447 -0.639 -0.163 0.012 0.214 -0.574
C -2.435 0.712 -2.431 0.011 0.087 -0.036 0.352
C -1.182 1.098 -3.055 -0.080 0.042 0.012 -0.686
N -0.062 1.219 -2.453 0.204 -0.084 -0.333 0.170
C 1.065 1.620 -3.176 -0.203 -0.024 0.155 -0.526
C 1.379 1.139 -4.424 0.060 0.025 0.044 0.032
C 2.549 1.552 -5.095 0.009 0.049 0.099 -0.793
C 3.413 2.429 -4.505 -0.041 -0.075 -0.083 -0.955
C 3.142 2.922 -3.207 0.086 0.026 -0.042 1.355
C 4.023 3.807 -2.545 -0.072 0.009 0.115 -0.609
C 3.728 4.234 -1.283 -0.017 -0.057 -0.087 -0.788
C 2.543 3.779 -0.679 0.013 0.090 0.058 -0.115
N 1.693 2.972 -1.272 -0.080 -0.120 -0.190 -0.454
C 1.970 2.523 -2.533 0.000 -0.085 0.000 0.132
C -3.601 1.104 -3.101 -0.113 -0.015 0.060 -0.864
H -5.898 0.218 -0.796 0.000 -0.001 -0.008 0.426
H -3.875 -0.546 0.374 -0.032 -0.005 0.014 0.392
H -1.269 1.386 -4.112 0.042 0.018 0.000 0.494
H 0.729 0.405 -4.881 -0.016 0.004 -0.010 0.611
H 2.760 1.156 -6.079 0.008 0.005 -0.001 0.403
H 4.316 2.749 -5.008 -0.004 0.000 0.000 0.381
H 4.926 4.129 -3.050 0.001 -0.004 -0.004 0.429
H 4.377 4.904 -0.738 0.005 0.002 -0.006 0.407
H 2.288 4.088 0.326 -0.007 0.003 -0.009 0.402
H -3.527 1.579 -4.071 0.020 0.000 -0.003 0.478
S -1.512 1.812 1.593 0.076 -0.137 -0.317 -0.619
Sb -0.768 -0.421 1.476 0.104 0.169 0.140 2.135
C -2.012 -2.107 1.779 -0.082 -0.097 -0.106 0.539
C -2.445 -2.887 0.709 -0.050 -0.045 -0.060 -0.197
C -3.214 -4.020 0.937 0.007 0.022 0.056 -0.727
C -3.574 -4.369 2.231 0.001 0.004 -0.008 -0.448
C -3.156 -3.588 3.298 -0.004 -0.008 -0.017 -0.687
C -2.368 -2.467 3.075 0.022 0.018 0.081 -0.556
C 0.106 -0.521 3.464 -0.068 0.015 -0.009 -0.351
C 0.988 -1.557 3.759 0.024 -0.066 -0.031 0.062
C 1.521 -1.702 5.033 -0.006 0.017 0.002 -0.792
C 1.171 -0.806 6.035 -0.017 0.014 -0.016 -0.441
C 0.293 0.231 5.754 0.038 -0.048 0.021 -0.599
C -0.234 0.371 4.476 -0.021 0.085 -0.016 -0.317
C 1.066 -0.844 0.516 0.087 -0.090 -0.151 0.600
C 1.167 -1.778 -0.509 -0.073 0.035 -0.033 -0.553
C 2.383 -1.985 -1.145 0.014 0.024 0.006 -0.596
C 3.498 -1.247 -0.773 0.016 0.008 0.002 -0.551
C 3.404 -0.316 0.252 0.002 -0.027 -0.026 -0.694
C 2.193 -0.125 0.902 -0.040 0.036 0.088 -0.509
H -2.204 -2.601 -0.305 0.051 0.034 0.019 0.274
H -3.540 -4.623 0.099 -0.006 -0.005 0.000 0.404
H -4.183 -5.247 2.407 0.001 0.000 0.005 0.375
H -3.437 -3.851 4.310 -0.002 -0.004 0.001 0.398
H -2.028 -1.882 3.921 -0.004 0.003 -0.032 0.386
H 1.274 -2.266 2.988 -0.010 -0.002 -0.004 0.381
H 2.208 -2.512 5.242 0.001 0.001 0.003 0.395
H 1.584 -0.915 7.030 0.001 -0.003 -0.001 0.372
H 0.019 0.933 6.532 -0.004 0.004 -0.007 0.407
H -0.906 1.195 4.264 -0.001 -0.012 -0.026 0.316
H 0.290 -2.323 -0.831 0.014 0.000 -0.007 0.247
H 2.458 -2.714 -1.942 -0.015 -0.003 0.001 0.427
H 4.443 -1.401 -1.279 -0.003 0.001 -0.001 0.393
H 4.274 0.256 0.550 -0.007 0.001 0.007 0.436
H 2.125 0.589 1.716 0.006 0.010 -0.009 0.460

Entry 2:
16
Properties=species:S:1:pos:R:3:forces:R:3:mulliken_charge:R:1 method="wB97M-V/def2-TZVPD" e_above_lowest_ev=0.9818 smiles="CC1=CN=C[C@@H]1C" gap_ev=9.6
C 0.516 -1.850 0.706 -0.037 -0.033 0.012 -1.178
C 0.283 -0.379 0.612 -0.022 0.117 0.109 0.385
C 0.103 0.502 1.606 0.059 -0.177 0.084 -0.592
N 0.165 1.859 1.178 0.094 -0.034 -0.329 -0.583
C 0.363 1.816 -0.088 -0.042 0.110 0.128 -0.332
C 0.317 0.426 -0.664 0.073 0.053 0.101 0.402
C -1.027 0.299 -1.417 -0.044 -0.062 -0.112 -1.231
H 1.565 -2.060 0.461 -0.167 -0.039 0.013 0.267
H -0.100 -2.433 0.012 0.017 0.114 0.073 0.293
H 0.337 -2.212 1.724 -0.016 0.045 -0.169 0.340
H -0.062 0.301 2.658 0.128 -0.039 -0.090 0.429
H 0.486 2.722 -0.674 -0.145 -0.040 -0.009 0.418
H 1.154 0.186 -1.332 -0.084 0.055 0.140 0.368
H -1.218 -0.734 -1.723 0.064 0.144 0.043 0.322
H -1.051 0.933 -2.309 0.062 -0.110 0.119 0.334
H -1.833 0.622 -0.749 0.060 -0.107 -0.111 0.356

Entry 3:
152
Properties=species:S:1:pos:R:3:forces:R:3:mulliken_charge:R:1 method="wB97M-V/def2-TZVPD" gap_ev=8.8
Cs -0.235 -1.009 -0.469 -0.097 0.205 0.263 -0.403
B 0.595 -3.833 -1.852 0.115 -0.225 -0.123 1.570
H -0.462 -3.663 -1.715 -4.241 0.551 0.564 -0.668
H 0.832 -4.419 -2.727 0.547 -2.231 -3.573 -0.234
H 1.092 -2.885 -1.982 2.077 3.964 -0.515 -0.780
H 1.051 -4.370 -1.035 1.635 -1.903 3.505 -0.534
C 4.110 -3.602 -2.069 0.009 -1.511 -0.033 1.430
Cl 4.899 -4.628 -0.794 -0.793 -0.268 -0.291 -0.198
Cl 4.132 -4.401 -3.648 -0.336 -0.450 0.152 -0.127
Cl 5.111 -2.257 -2.179 1.000 2.314 -0.194 -0.095
H 3.081 -3.339 -1.822 0.035 -0.356 0.189 -0.998
C 0.890 -1.794 -6.285 0.186 -0.114 0.932 0.029
Cl 2.361 -2.750 -6.595 -0.314 0.615 0.207 -0.109
Cl 0.442 -0.830 -7.700 0.010 -0.270 0.498 -0.116
Cl 0.997 -0.762 -4.767 0.455 -0.556 -1.184 0.059
H 0.137 -2.539 -6.030 -0.104 0.409 -0.379 0.168
C 2.459 3.000 3.045 0.003 0.184 0.715 -0.075
O 1.391 3.579 2.358 -1.747 0.147 -2.364 -0.368
P 1.348 3.340 0.770 -0.695 0.006 0.205 0.742
O 1.103 1.937 0.336 1.091 1.307 0.403 0.511
O 0.237 4.350 0.290 -1.507 -0.902 -0.165 -0.475
C -1.034 3.849 -0.237 -0.879 0.558 -0.704 -0.834
O 2.663 4.108 0.273 -0.285 -1.965 -0.281 -0.249
C 2.802 5.472 0.384 0.579 3.427 -0.182 -0.909
H 3.103 3.864 3.207 0.730 -0.654 0.528 0.388
H 2.914 2.185 2.482 0.266 0.027 0.129 -0.353
H 1.971 2.624 3.945 0.727 -0.120 0.335 0.035
H -1.154 2.804 -0.521 1.122 -0.154 0.196 0.284
H -1.261 4.427 -1.133 0.407 0.091 -0.068 0.378
H -1.910 4.017 0.390 0.547 0.371 0.833 0.338
H 3.652 5.884 -0.160 0.579 -0.998 -0.119 0.311
H 2.929 5.909 1.375 -0.091 -0.799 0.559 0.319
H 2.046 6.122 -0.056 -0.923 -0.804 -0.111 0.303
C 2.560 -4.837 2.161 0.333 -0.923 0.400 -0.087
O 2.656 -3.530 2.721 -2.491 1.660 1.225 -0.078
P 1.305 -2.826 3.337 -0.802 -0.024 1.321 -0.181
O 0.446 -2.015 2.404 1.357 -1.176 0.833 0.751
O 0.503 -4.027 4.157 1.777 1.691 -1.678 -0.365
C -0.704 -3.763 4.873 -0.945 -0.785 0.476 -0.441
O 1.852 -1.962 4.593 -0.842 -1.695 -1.132 -0.354
C 2.191 -0.597 4.566 0.810 0.216 -0.051 -0.393
H 3.157 -5.459 2.827 0.048 -0.236 -0.167 0.287
H 3.010 -4.842 1.168 -0.402 0.067 0.026 -0.076
H 1.541 -5.219 2.210 0.061 0.064 -0.422 0.027
H -0.576 -3.954 5.938 0.581 0.410 0.036 0.283
H -1.417 -4.541 4.601 -0.050 0.080 -0.488 0.178
H -1.180 -2.792 4.736 0.492 0.138 -0.268 0.149
H 3.241 -0.596 4.856 0.104 0.508 -0.118 0.372
H 1.615 -0.047 5.311 -0.219 -0.145 -0.133 0.207
H 2.075 -0.176 3.568 -0.088 0.130 0.016 0.037
C 1.514 2.919 -7.909 -1.374 0.420 -1.005 -0.656
O 2.009 3.138 -6.616 0.920 0.868 1.073 -0.084
P 2.031 4.629 -5.982 -0.043 -0.964 0.557 0.784
O 1.168 5.605 -6.699 1.420 -0.840 1.030 -0.730
O 1.503 4.273 -4.476 0.390 0.775 -1.668 -0.150
C 2.200 3.443 -3.572 0.781 -0.228 1.373 -0.693
O 3.638 4.913 -5.783 -1.336 0.286 -0.327 -0.319
C 4.243 6.232 -5.999 -0.399 -0.719 -0.464 -0.665
H 1.512 1.867 -8.193 0.597 0.050 0.400 0.127
H 1.988 3.541 -8.669 0.344 -0.167 0.053 0.317
H 0.464 3.212 -7.916 -0.165 0.062 -0.113 0.324
H 3.257 3.267 -3.774 -0.067 0.095 -0.683 0.405
H 1.733 2.477 -3.386 -0.348 0.017 -0.549 0.257
H 2.222 3.941 -2.602 -0.247 0.217 0.050 0.228
H 4.621 6.641 -5.063 -0.557 0.024 0.074 0.242
H 3.504 6.832 -6.531 0.175 0.392 0.375 0.339
H 5.116 6.119 -6.642 -0.143 -0.337 -0.086 0.235
C 0.217 2.836 7.253 -1.119 -0.477 0.431 -0.802
O -0.643 2.517 6.151 -0.853 -1.114 -1.025 -0.240
P -1.494 1.112 6.031 -0.870 1.323 -0.881 0.841
O -0.761 -0.134 6.281 -0.244 0.705 0.180 -0.660
O -2.784 1.332 7.024 2.020 -1.018 -1.361 -0.403
C -3.644 2.437 6.848 -0.270 0.589 -0.525 -0.683
O -2.116 1.252 4.500 -0.045 0.782 3.321 0.002
C -1.262 1.139 3.387 0.640 -1.184 -0.800 0.459
H 1.185 3.194 6.902 -0.063 -0.400 -0.032 0.215
H 0.222 1.947 7.885 0.836 0.129 0.182 0.386
H -0.271 3.626 7.823 0.102 0.130 -0.020 0.274
H -4.630 2.071 6.563 -0.071 0.003 0.312 0.266
H -3.311 3.075 6.029 0.111 0.134 0.066 0.276
H -3.665 3.017 7.771 -0.164 -0.094 -0.044 0.275
H -1.399 0.119 3.029 0.230 0.063 -0.332 0.037
H -0.206 1.260 3.628 -0.003 0.217 0.135 -0.260
H -1.539 1.825 2.586 -0.167 0.177 0.300 -0.001
C -1.717 2.715 -5.120 1.129 1.646 1.029 -0.317
O -1.693 1.338 -5.306 -1.215 -3.083 0.394 -0.175
P -2.258 0.343 -4.153 -0.393 0.303 0.264 -0.243
O -1.652 0.561 -2.792 -1.408 -0.222 -1.960 0.755
O -3.910 0.504 -4.206 2.175 0.745 1.077 -0.168
C -4.721 -0.044 -5.228 0.082 -0.015 -0.690 -0.807
O -2.067 -1.103 -4.785 0.026 0.731 -0.250 -0.258
C -2.003 -2.296 -3.993 0.197 -1.124 -0.246 -0.489
H -2.146 2.991 -4.156 -0.307 0.053 -0.027 0.156
H -2.174 3.299 -5.918 -0.260 -0.548 -0.146 0.319
H -0.669 3.007 -5.051 0.011 0.343 -0.108 -0.049
H -5.482 0.674 -5.534 -0.191 0.053 0.573 0.295
H -5.156 -0.962 -4.833 -0.117 -0.017 -0.374 0.271
H -4.174 -0.204 -6.157 0.268 -0.444 0.161 0.299
H -0.979 -2.643 -3.850 0.220 0.810 0.832 0.044
H -2.353 -3.159 -4.559 -0.717 0.424 -0.522 0.429
H -2.622 -2.254 -3.096 0.408 0.233 0.151 0.162
C -5.265 -0.882 -1.178 -0.047 -0.868 -0.686 -0.525
O -5.465 0.155 -0.226 0.362 0.402 0.874 -0.418
P -4.216 0.790 0.577 -0.526 0.408 0.800 -0.090
O -3.205 -0.178 1.095 -1.186 1.305 -0.881 0.348
O -3.660 1.852 -0.476 0.598 -0.940 1.597 0.602
C -4.471 2.824 -1.083 -0.422 0.846 -0.815 -0.771
O -4.947 1.761 1.732 1.601 -1.891 -2.568 -0.438
C -5.281 1.171 2.973 -1.649 0.199 1.195 -0.579
H -5.767 -0.682 -2.125 -0.029 0.711 0.113 0.244
H -5.731 -1.813 -0.854 0.216 0.040 0.510 0.365
H -4.218 -1.064 -1.419 0.092 0.101 0.258 0.122
H -4.749 2.473 -2.076 -0.158 -0.017 0.028 0.153
H -3.877 3.730 -1.206 0.126 -0.060 0.017 0.248
H -5.355 3.112 -0.514 0.006 -0.336 0.145 0.321
H -4.985 1.860 3.764 0.568 -0.324 -0.031 0.136
H -5.023 0.132 3.174 0.921 0.202 -0.381 0.238
H -6.367 1.147 3.064 -0.282 0.137 -0.301 0.370
C 4.155 0.404 -0.460 -0.766 0.289 0.445 0.482
O 5.554 0.185 -0.382 1.762 0.169 1.279 -0.366
P 6.346 0.343 1.043 0.532 -1.444 -0.152 0.837
O 7.830 0.121 1.074 -2.850 0.222 -0.522 -0.742
O 5.506 -0.626 2.096 0.574 1.846 -0.760 -0.250
C 5.147 -1.934 1.723 0.172 -1.505 -0.685 -0.597
O 5.891 1.799 1.490 -0.351 0.120 0.180 -0.163
C 6.067 2.136 2.865 0.230 -0.488 1.028 -0.649
H 3.794 0.858 0.463 -0.160 -0.116 0.005 -0.561
H 3.634 -0.534 -0.651 0.132 -0.067 0.146 -0.059
H 3.893 1.090 -1.265 0.430 0.025 -0.102 0.405
H 5.413 -2.677 2.475 0.314 0.372 0.336 0.317
H 5.657 -2.242 0.810 0.001 0.044 -0.088 0.389
H 4.080 -2.102 1.578 -0.086 0.707 -0.081 0.143
H 6.583 1.320 3.371 0.329 0.174 0.059 0.375
H 5.127 2.215 3.411 -0.337 0.062 -0.476 0.127
H 6.612 3.066 3.023 0.090 -0.084 -0.524 0.289
C -4.547 -7.987 0.634 -1.038 0.695 -0.160 -0.757
O -3.242 -7.457 0.844 0.743 1.345 1.112 -0.324
P -3.102 -6.238 1.928 -0.767 1.049 0.682 0.885
O -3.735 -6.534 3.273 1.719 0.626 -2.673 -0.715
O -1.530 -5.855 1.870 -2.170 -1.130 0.977 -0.315
C -0.962 -5.235 0.737 0.921 0.166 -1.600 -1.109
O -3.753 -4.869 1.208 0.128 -1.975 0.280 -0.248
C -3.994 -3.691 1.991 0.165 0.064 0.068 -0.584
H -5.137 -7.925 1.549 0.001 -0.011 0.025 0.340
H -4.591 -9.016 0.279 0.815 0.061 0.094 0.252
H -4.993 -7.350 -0.130 -0.353 -0.142 -0.009 0.250
H -0.706 -4.190 0.913 0.153 -0.145 0.460 0.384
H -1.526 -5.217 -0.196 -0.721 -0.247 0.356 0.505
H -0.088 -5.815 0.441 0.227 0.267 0.358 0.471
H -4.953 -3.230 1.754 -0.302 -0.545 -0.148 0.287
H -3.279 -2.916 1.712 0.407 -0.178 0.261 0.150
H -3.974 -3.935 3.053 0.106 0.180 0.001 0.401

Entry 4:
13
Properties=species:S:1:pos:R:3:forces:R:3:mulliken_charge:R:1 method="wB97M-V/def2-TZVPD" e_above_lowest_ev=7.3489 gap_ev="7.7 / 8.0"
C 0.816 1.990 0.529 0.542 -2.899 1.055 -0.585
C -0.760 -1.488 -1.031 -0.718 0.232 -1.638 -0.342
C 1.590 0.756 0.163 -1.755 2.309 -1.595 -0.927
C -1.130 -1.224 0.427 -0.317 -2.070 -0.911 -0.087
C 0.216 0.591 0.148 1.446 0.609 0.202 1.426
C -0.976 -0.049 -0.648 0.386 0.386 -0.006 -0.738
C -0.310 -0.372 1.086 -0.645 0.701 0.994 -0.555
H 0.848 2.238 1.596 -0.247 0.271 -0.332 0.249
H 0.594 2.744 -0.177 -0.049 0.653 -0.656 0.278
H 0.179 -1.990 -1.378 -0.571 0.685 0.953 0.259
H -1.636 -1.797 -1.719 1.371 0.322 1.376 0.225
H 2.510 0.291 0.093 1.470 -0.743 0.161 0.435
H -1.942 -1.689 0.911 -0.914 -0.458 0.398 0.362

Entry 5:
12
Properties=species:S:1:pos:R:3:forces:R:3:mulliken_charge:R:1 method="wB97M-V/def2-TZVPD" e_above_lowest_ev=0.2996 charge=+1 smiles="C1=[NH+]CCN1" gap_ev=11.5
C -1.245 -0.069 0.048 -2.441 0.738 -0.538 -0.082
N -0.551 0.504 0.961 -1.308 0.375 5.392 -0.187
C 0.859 0.377 0.757 0.581 1.448 -4.287 -0.422
C 0.814 -0.180 -0.838 0.156 1.128 2.916 -0.504
N -0.573 -0.415 -0.989 -1.016 -1.051 -0.923 -0.103
H -2.329 -0.051 0.049 -0.003 -0.607 0.315 0.387
H -0.930 0.494 2.006 0.871 0.475 -3.162 0.347
H 1.211 -0.423 1.349 1.190 -0.090 1.056 0.357
H 1.314 1.433 0.681 -0.124 -2.095 0.919 0.292
H 1.083 0.603 -1.499 0.890 0.362 -0.698 0.288
H 1.256 -1.126 -0.941 1.564 -0.787 -0.364 0.347
H -0.910 -1.147 -1.584 -0.359 0.104 -0.626 0.279